43
Properties=species:S:1:pos:R:3 method="wB97M-V/def2-TZVPD" multiplicity=1 orbital_gap_ev=8.71 homo_energy_ha=-0.359 smiles="CC(C)CNC(=O)COC(=O)CNC(=O)c1cc(Cl)cc([N+](=O)[O-])c1"
C 2.11 1.68 -1.20
C 2.41 2.32 0.16
C 2.18 3.83 0.09
C 3.85 2.02 0.60
N 4.03 0.61 0.85
C 4.86 -0.17 0.14
O 5.66 0.23 -0.68
C 4.71 -1.67 0.46
O 3.63 -2.24 -0.28
C 2.39 -2.02 0.14
O 2.09 -1.39 1.12
C 1.36 -2.64 -0.81
N 0.18 -1.82 -0.85
C -0.93 -2.14 -0.15
O -1.11 -3.23 0.35
C -1.97 -1.06 -0.11
C -3.30 -1.45 -0.01
C -4.31 -0.50 0.06
Cl -5.95 -1.00 0.17
C -4.01 0.85 0.05
C -2.67 1.23 -0.03
N -2.34 2.63 -0.05
O -3.22 3.43 0.15
O -1.18 2.93 -0.29
C -1.65 0.29 -0.10
H 1.09 1.91 -1.50
H 2.79 2.06 -1.95
H 2.24 0.60 -1.15
H 1.73 1.90 0.91
H 1.14 4.03 -0.19
H 2.83 4.28 -0.66
H 2.38 4.30 1.05
H 4.08 2.58 1.51
H 4.56 2.31 -0.18
H 3.34 0.17 1.45
H 4.54 -1.83 1.53
H 5.60 -2.20 0.13
H 1.80 -2.77 -1.80
H 1.06 -3.61 -0.40
H 0.30 -0.88 -1.21
H -3.53 -2.50 0.01
H -4.77 1.61 0.10
H -0.63 0.64 -0.12

***

63
Properties=species:S:1:pos:R:3 method="wB97M-V/def2-TZVPD" s_squared=2.009 multiplicity=3 orbital_gap_ev="6.62 / 6.64" homo_energy_ha="-0.383 / -0.388" total_charge=+1
W 0.43 0.55 0.29
C 0.87 -1.57 -3.54
C 0.34 -1.44 -2.27
N 0.50 -0.19 -1.80
N 1.15 0.48 -2.78
C 1.39 -0.32 -3.82
B 1.38 2.01 -2.73
N 2.23 2.38 -1.51
C 3.32 3.14 -1.48
C 3.62 3.45 -0.16
C 2.61 2.83 0.57
N 1.79 2.18 -0.26
N 0.01 2.67 -2.58
C -0.56 3.60 -3.36
C -1.81 3.89 -2.85
C -1.91 3.05 -1.73
N -0.82 2.31 -1.57
H 0.87 -2.44 -4.17
H -0.14 -2.20 -1.69
H 1.88 0.07 -4.69
H 1.92 2.36 -3.74
H 3.80 3.44 -2.40
H 4.42 4.05 0.21
H 2.44 2.81 1.63
H -0.04 3.99 -4.22
H -2.53 4.59 -3.22
H -2.74 3.01 -1.04
S -4.29 -5.54 -0.23
N -2.74 -5.48 0.17
C -2.41 -4.20 0.23
C -1.11 -3.66 0.57
C -0.03 -4.45 1.00
C 1.14 -3.83 1.34
C 1.26 -2.44 1.20
N 0.27 -1.69 0.73
C -0.92 -2.29 0.48
C -2.03 -1.39 0.17
N -1.76 -0.07 0.28
C -2.79 0.77 0.21
C -4.10 0.35 -0.05
C -4.36 -0.99 -0.22
C -3.30 -1.89 -0.08
C -3.47 -3.33 -0.11
N -4.60 -3.97 -0.41
H -0.16 -5.52 1.06
H 2.00 -4.39 1.70
H 2.18 -1.94 1.44
H -2.55 1.81 0.38
H -4.88 1.09 -0.10
H -5.35 -1.36 -0.44
O 3.38 0.37 5.09
C 2.30 0.34 4.28
C 1.00 0.27 4.80
C -0.07 0.25 3.92
N 0.17 0.26 2.61
C 1.39 0.37 2.14
Br 2.99 -0.43 -0.26
C 2.53 0.39 2.91
H 3.12 0.34 6.01
H 0.82 0.21 5.87
H -1.09 0.20 4.26
H 3.52 0.47 2.50
Se -0.49 2.69 1.45

***

46
Properties=species:S:1:pos:R:3 method="wB97M-V/def2-TZVPD" multiplicity=1 orbital_gap_ev=9.63 homo_energy_ha=-0.357 smiles="CCCCNS(=O)(=O)c1ccc(S(=O)(=O)NCc2ccncc2)cc1"
C 5.33 1.36 0.22
C 4.99 -0.01 0.78
C 4.23 -0.89 -0.22
C 2.80 -0.44 -0.47
N 1.98 -0.46 0.73
S 1.62 0.94 1.53
O 2.18 2.07 0.85
O 1.87 0.74 2.93
C -0.16 0.98 1.28
C -0.98 0.25 2.12
C -2.34 0.25 1.90
C -2.85 0.97 0.84
S -4.63 0.93 0.53
O -5.23 0.05 1.48
O -5.10 2.27 0.39
N -4.80 0.23 -0.97
C -4.36 -1.14 -1.11
C -2.87 -1.26 -1.30
C -2.07 -1.96 -0.40
C -0.70 -2.00 -0.61
N -0.10 -1.41 -1.63
C -0.86 -0.74 -2.49
C -2.23 -0.64 -2.37
C -2.04 1.72 0.00
C -0.67 1.71 0.23
H 5.98 1.90 0.91
H 5.84 1.27 -0.74
H 4.43 1.95 0.08
H 5.91 -0.52 1.06
H 4.39 0.11 1.68
H 4.76 -0.90 -1.17
H 4.21 -1.92 0.15
H 2.78 0.59 -0.82
H 2.32 -1.08 -1.22
H 2.21 -1.21 1.36
H -0.53 -0.28 2.95
H -3.03 -0.30 2.52
H -4.55 0.85 -1.72
H -4.68 -1.64 -0.20
H -4.88 -1.58 -1.97
H -2.51 -2.46 0.45
H -0.05 -2.54 0.06
H -0.33 -0.28 -3.31
H -2.81 -0.09 -3.11
H -2.48 2.30 -0.79
H 0.01 2.28 -0.39

***

What did the second record say?
63
Properties=species:S:1:pos:R:3 method="wB97M-V/def2-TZVPD" s_squared=2.009 multiplicity=3 orbital_gap_ev="6.62 / 6.64" homo_energy_ha="-0.383 / -0.388" total_charge=+1
W 0.43 0.55 0.29
C 0.87 -1.57 -3.54
C 0.34 -1.44 -2.27
N 0.50 -0.19 -1.80
N 1.15 0.48 -2.78
C 1.39 -0.32 -3.82
B 1.38 2.01 -2.73
N 2.23 2.38 -1.51
C 3.32 3.14 -1.48
C 3.62 3.45 -0.16
C 2.61 2.83 0.57
N 1.79 2.18 -0.26
N 0.01 2.67 -2.58
C -0.56 3.60 -3.36
C -1.81 3.89 -2.85
C -1.91 3.05 -1.73
N -0.82 2.31 -1.57
H 0.87 -2.44 -4.17
H -0.14 -2.20 -1.69
H 1.88 0.07 -4.69
H 1.92 2.36 -3.74
H 3.80 3.44 -2.40
H 4.42 4.05 0.21
H 2.44 2.81 1.63
H -0.04 3.99 -4.22
H -2.53 4.59 -3.22
H -2.74 3.01 -1.04
S -4.29 -5.54 -0.23
N -2.74 -5.48 0.17
C -2.41 -4.20 0.23
C -1.11 -3.66 0.57
C -0.03 -4.45 1.00
C 1.14 -3.83 1.34
C 1.26 -2.44 1.20
N 0.27 -1.69 0.73
C -0.92 -2.29 0.48
C -2.03 -1.39 0.17
N -1.76 -0.07 0.28
C -2.79 0.77 0.21
C -4.10 0.35 -0.05
C -4.36 -0.99 -0.22
C -3.30 -1.89 -0.08
C -3.47 -3.33 -0.11
N -4.60 -3.97 -0.41
H -0.16 -5.52 1.06
H 2.00 -4.39 1.70
H 2.18 -1.94 1.44
H -2.55 1.81 0.38
H -4.88 1.09 -0.10
H -5.35 -1.36 -0.44
O 3.38 0.37 5.09
C 2.30 0.34 4.28
C 1.00 0.27 4.80
C -0.07 0.25 3.92
N 0.17 0.26 2.61
C 1.39 0.37 2.14
Br 2.99 -0.43 -0.26
C 2.53 0.39 2.91
H 3.12 0.34 6.01
H 0.82 0.21 5.87
H -1.09 0.20 4.26
H 3.52 0.47 2.50
Se -0.49 2.69 1.45